1.
C25H59AsN5OsSi6 | ωB97M-V/def2-TZVPD

Geometry (Å):
Os1 -0.321000 0.032000 0.040600
C1 -1.742700 -3.006600 2.246300
Si1 -2.243200 -2.978000 0.407300
C2 -3.999800 -2.242800 0.356000
C3 -2.282300 -4.774200 -0.199300
C4 -0.941500 -1.875100 -0.529700
Si2 -1.717200 -1.184900 -2.193500
C5 -0.420500 -0.353100 -3.345600
C6 -3.003100 0.214000 -1.833300
C7 -2.544000 -2.539500 -3.221800
Si3 0.682500 -2.891300 -0.870900
C8 1.456700 -3.553100 0.745800
C9 0.586400 -4.217800 -2.221600
C10 1.948800 -1.572500 -1.485300
C11 3.057700 -1.913500 -2.250200
C12 3.959200 -0.936300 -2.638600
C13 3.720500 0.378800 -2.264700
C14 2.592700 0.648900 -1.510600
N1 1.746100 -0.304300 -1.127200
H1 -2.539900 -3.473500 2.812800
H2 -1.584900 -1.999200 2.628100
H3 -0.847200 -3.589500 2.413500
H4 -4.621700 -2.821900 1.031100
H5 -4.446200 -2.316900 -0.629100
H6 -4.059800 -1.208400 0.674900
H7 -3.108100 -5.278800 0.293100
H8 -1.378500 -5.318400 0.052800
H9 -2.446400 -4.871000 -1.265600
H10 0.037600 0.544800 -2.933500
H11 -0.899100 -0.078200 -4.280800
H12 0.380500 -1.040000 -3.595500
H13 -2.810700 0.808100 -0.934600
H14 -4.000300 -0.199100 -1.730600
H15 -3.040500 0.905600 -2.673100
H16 -1.827200 -3.258200 -3.601300
H17 -3.035400 -2.101000 -4.083400
H18 -3.299300 -3.083100 -2.669900
H19 0.925100 -4.429000 1.101200
H20 1.461700 -2.811300 1.541000
H21 2.484800 -3.861000 0.575400
H22 -0.314400 -4.814700 -2.155300
H23 1.422300 -4.905300 -2.124500
H24 0.628100 -3.793300 -3.220900
H25 3.206500 -2.941700 -2.534400
H26 4.829000 -1.192100 -3.224500
H27 4.393900 1.171600 -2.552800
H28 2.358900 1.658700 -1.201100
C15 -2.045900 -1.373700 5.279500
Si4 -0.199000 -0.962400 5.063100
C16 1.063100 -2.298200 4.581500
C17 0.428500 0.176700 6.450200
As1 -0.123100 0.351300 2.375300
Si5 -1.785900 2.250300 2.846700
C18 -1.788700 2.503900 4.735800
C19 -3.326000 1.324600 2.194000
C20 -1.458100 3.945600 2.036500
Si6 2.214200 1.298500 2.438600
C21 2.230500 2.896700 1.396900
C22 3.229200 -0.204800 1.828200
C23 2.744700 1.684300 4.226300
H29 -2.289100 -1.375300 6.340800
H30 -2.294900 -2.360500 4.902200
H31 -2.702400 -0.654200 4.796300
H32 1.086000 -3.074600 5.341900
H33 2.066400 -1.883500 4.518900
H34 0.826800 -2.774900 3.635300
H35 0.329200 -0.363700 7.390700
H36 -0.140800 1.093600 6.556700
H37 1.477000 0.435500 6.353100
H38 -2.071600 1.614400 5.286900
H39 -2.513400 3.276400 4.977900
H40 -0.824600 2.850700 5.096200
H41 -3.644700 0.534900 2.868400
H42 -3.104300 0.866800 1.229900
H43 -4.169300 1.995100 2.062700
H44 -0.506600 4.369500 2.345100
H45 -2.234400 4.635500 2.359600
H46 -1.480600 3.924100 0.952200
H47 1.439400 2.929700 0.652800
H48 3.183200 3.001300 0.885500
H49 2.118100 3.771900 2.032800
H50 2.716400 -0.776200 1.058300
H51 3.440200 -0.880300 2.653900
H52 4.190800 0.105900 1.429800
H53 2.037800 2.303400 4.770300
H54 3.684800 2.229100 4.190700
H55 2.933700 0.782100 4.799900
N2 -2.206600 5.283800 -3.306200
C24 -1.633100 4.105800 -3.107200
N3 -1.388200 3.309000 -4.155300
N4 -1.345300 3.770900 -1.863000
C25 -0.851700 2.794800 -1.264900
N5 -0.407700 2.046500 -0.474200
H56 -2.471800 5.588400 -4.229500
H57 -2.398800 5.898500 -2.531400
H58 -1.556800 3.625200 -5.097300
H59 -0.884400 2.444200 -4.046300

Atoms 1-3, force components in eV/Å:
Os 1.999 -0.905 -0.999
C -0.126 0.079 -0.797
Si -0.750 0.196 0.912

Calculated values
HOMO energy (alpha / beta): -16.294 / -16.535 eV
max |F|: 0.048 Eh/bohr
net charge: +3
lowest unoccupied orbital energy (alpha / beta): -10.24 / -10.40 eV
energy relative to the best compared isomer or geometry (same formula, charge and spin): 56.1 kcal/mol
Kohn-Sham gap (alpha / beta): 0.222 / 0.226 Ha


2.
C25H59N2O22P5 | ωB97M-V/def2-TZVPD

Geometry (Å):
C1 2.221748 -0.705406 -2.153768
C2 1.287601 -1.916387 -2.186368
O1 1.468560 -2.659847 -3.391585
C3 0.410404 -3.462418 -3.715615
O2 -0.140517 -3.291193 -4.765269
C4 -0.067045 -4.606144 -2.819223
C5 -1.540845 -4.466154 -2.361829
C6 -1.862185 -3.061510 -1.851803
C7 -3.276081 -2.915936 -1.210147
C8 -3.062188 -2.453747 0.183858
N1 -2.831318 -1.964000 1.204183
C9 -4.019118 -1.752783 -1.929273
C10 -4.596967 -2.193536 -3.203022
N2 -4.962817 -2.621017 -4.201810
H1 1.826880 -0.010194 -2.897273
H2 2.087871 -0.206024 -1.192941
H3 3.259164 -0.967500 -2.339810
H4 0.279314 -1.505162 -2.117059
H5 1.480486 -2.553323 -1.313470
H6 0.621087 -4.716289 -1.979526
H7 -0.054156 -5.499683 -3.443228
H8 -1.656869 -5.209598 -1.565832
H9 -2.226033 -4.775317 -3.153037
H10 -1.104160 -2.810786 -1.109640
H11 -1.770424 -2.369720 -2.691278
H12 -3.857494 -3.834880 -1.206720
H13 -3.342954 -0.910509 -2.048842
H14 -4.847589 -1.463045 -1.278410
C11 -3.164750 1.952107 1.726503
O3 -3.230570 2.536800 3.029354
P1 -4.672305 2.642726 3.864387
O4 -4.093335 2.902584 5.217555
O5 -5.015298 1.086728 3.552911
C12 -4.306130 0.093552 4.281883
O6 -6.293443 2.909333 4.185197
C13 -6.742262 4.273458 4.078938
H15 -2.548620 2.579578 1.082958
H16 -2.697021 0.971291 1.822179
H17 -4.147327 1.831599 1.274799
H18 -3.457819 0.518746 4.818267
H19 -3.932063 -0.648426 3.575046
H20 -4.968775 -0.404395 4.989574
H21 -6.633295 4.629891 3.053864
H22 -6.175871 4.915982 4.756642
H23 -7.794399 4.302151 4.349751
C14 7.037599 3.189055 -0.549339
O7 5.736677 2.577109 -0.547713
P2 4.459213 3.305536 0.239425
O8 3.338748 2.540099 -0.379928
O9 4.761291 4.735165 -0.458565
C15 4.334865 4.955813 -1.801000
O10 3.650543 4.114186 1.459771
C16 3.513826 3.402732 2.703657
H24 7.784313 2.426588 -0.330688
H25 7.231127 3.596440 -1.541855
H26 7.119917 3.989186 0.182646
H27 4.005928 4.038989 -2.289116
H28 5.171756 5.368593 -2.365909
H29 3.521523 5.681104 -1.799345
H30 4.494130 3.213000 3.142622
H31 2.989419 2.457517 2.547800
H32 2.940450 4.025080 3.385629
C17 7.026016 4.610629 -9.157847
O11 7.142249 5.121661 -7.820011
P3 5.779860 5.352345 -6.875110
O12 6.488301 5.443895 -5.560270
O13 5.243700 3.857151 -7.203749
C18 5.840616 2.745280 -6.543922
O14 4.237680 5.764361 -6.361195
C19 3.933482 7.170504 -6.347668
H33 7.654542 5.207208 -9.817841
H34 7.382134 3.580321 -9.170800
H35 6.001971 4.634317 -9.523346
H36 6.750722 3.021638 -6.012116
H37 6.087532 1.990701 -7.292248
H38 5.120760 2.322634 -5.843897
H39 3.971730 7.577666 -7.358640
H40 4.635838 7.707139 -5.706040
H41 2.925118 7.292029 -5.960480
C20 4.523586 -8.306883 -2.344159
O15 3.106396 -8.120880 -2.490731
P4 2.102106 -9.422777 -2.834955
O16 0.838241 -8.708539 -2.450154
O17 2.746920 -10.283880 -1.616591
C21 2.410351 -9.945987 -0.275633
O18 1.359006 -10.850680 -3.331132
C22 0.958856 -10.907287 -4.711922
H42 5.040163 -7.524312 -2.898478
H43 4.780946 -8.217402 -1.288383
H44 4.853996 -9.277677 -2.706481
H45 1.884560 -8.993799 -0.209794
H46 3.330858 -9.878736 0.306552
H47 1.788608 -10.737489 0.141246
H48 1.831259 -10.847051 -5.363459
H49 0.267635 -10.093899 -4.943046
H50 0.463659 -11.860309 -4.879118
C23 -4.592402 3.224035 11.000627
O19 -5.725184 2.381431 10.740277
P5 -6.972441 2.920705 9.771592
O20 -7.641304 1.615962 9.501652
O21 -5.981379 3.424805 8.602599
C24 -5.438113 2.468701 7.680277
O22 -8.143638 3.991605 9.234415
C25 -9.146911 4.354875 10.197698
H51 -4.362462 3.184991 12.065120
H52 -3.737281 2.842990 10.442168
H53 -4.769533 4.257655 10.711567
H54 -5.615765 1.441006 8.001065
H55 -4.366304 2.631479 7.606578
H56 -5.879888 2.628661 6.704652
H57 -8.694298 4.884446 11.037465
H58 -9.668871 3.466242 10.559632
H59 -9.857863 5.017208 9.709989

Atoms 1-3, force components in eV/Å:
C -0.997 -0.269 -0.275
C 0.764 0.465 0.833
O -0.359 -0.184 0.217

Calculated values
HOMO energy: -9.555 eV
max |F|: 0.163 Eh/bohr
SMILES: CCOC(=O)CCC[C@@H](C#N)CC#N.COP(=O)(OC)OC.COP(=O)(OC)OC.COP(=O)(OC)OC.COP(=O)(OC)OC.COP(=O)(OC)OC
net charge: 0
lowest unoccupied orbital energy: -1.94 eV
energy relative to the best compared isomer or geometry (same formula, charge and spin): 78.2 kcal/mol
Kohn-Sham gap: 0.280 Ha


3.
C25H59N9O16 | ωB97M-V/def2-TZVPD

Geometry (Å):
C1 2.436310 -20.591025 19.318128
C2 2.173769 -20.104279 17.882615
C3 1.432587 -18.767359 17.850475
C4 3.642841 -19.980345 17.324189
C5 3.795695 -19.804156 15.816760
C6 2.999789 -20.977000 15.166285
C7 1.527001 -21.098155 15.636878
C8 0.582193 -20.046944 15.105665
C9 0.998100 -22.424332 15.165846
N1 1.538999 -21.192534 17.151064
O1 0.214033 -21.310024 17.621967
H1 2.740663 -19.745593 19.971412
H2 1.503397 -21.048764 19.646185
H3 3.235910 -21.379923 19.336068
H4 1.685363 -18.234346 16.910077
H5 0.400198 -18.900305 17.897583
H6 1.805952 -18.212751 18.686600
H7 4.062326 -19.142436 17.905613
H8 4.265706 -20.871687 17.631648
H9 3.414294 -18.822385 15.497326
H10 4.848413 -19.798443 15.513316
H11 3.607536 -21.902801 15.342075
H12 3.031931 -20.993089 14.059861
H13 0.143963 -20.407497 14.162428
H14 1.074143 -19.098653 14.864363
H15 -0.206289 -20.000917 15.860863
H16 1.432289 -22.673508 14.213124
H17 -0.088219 -22.483479 15.040681
H18 1.379972 -23.267264 15.843380
H19 0.015538 -22.261293 17.415226
C10 0.790898 -20.105560 10.510044
C11 1.016216 -18.677167 10.014075
C12 1.876473 -17.800939 10.957176
C13 1.707996 -18.674863 8.616791
C14 0.747134 -19.218252 7.585678
C15 -0.359052 -18.269449 7.476021
C16 -1.183092 -18.247177 8.761009
C17 -2.239098 -17.091843 8.630465
C18 -2.005867 -19.531879 8.955694
N2 -0.260658 -17.921845 9.858054
O2 -1.093605 -17.954247 11.067873
H20 -0.160089 -20.396310 10.108545
H21 1.595803 -20.758966 10.163540
H22 0.714886 -20.273060 11.586540
H23 1.544736 -17.865315 12.007881
H24 2.884244 -18.173393 10.994518
H25 1.941386 -16.775780 10.616835
H26 1.997325 -17.690136 8.405204
H27 2.571728 -19.299119 8.776993
H28 1.298722 -19.430404 6.650842
H29 0.510710 -20.213036 7.991467
H30 -0.938003 -18.457504 6.620894
H31 0.107858 -17.276173 7.353778
H32 -1.762342 -16.097250 8.618725
H33 -2.930636 -17.019777 9.506651
H34 -2.788776 -17.240618 7.727618
H35 -1.601300 -20.255501 8.184932
H36 -3.035371 -19.331588 8.603615
H37 -2.078591 -19.935780 9.932360
H38 -0.909983 -17.055606 11.457379
C19 -0.879796 -14.711534 17.611950
N3 0.442635 -14.501460 18.326529
O3 1.406689 -15.083651 17.845070
O4 0.512611 -13.805344 19.295913
H39 -1.585649 -14.869360 18.410268
H40 -0.742634 -15.564034 16.971236
H41 -1.059185 -13.829658 17.065907
C20 4.458968 -13.660602 11.495522
N4 4.331481 -12.472403 12.427874
O5 4.492652 -12.690533 13.595832
O6 4.098758 -11.328193 11.953699
H42 3.540056 -14.308733 11.455333
H43 5.211111 -14.360150 11.867893
H44 4.567867 -13.269791 10.444609
C21 4.436620 -14.827198 16.884438
N5 5.617533 -15.645250 16.615774
O7 5.284879 -16.845474 16.501707
O8 6.772758 -15.175638 16.496567
H45 3.905133 -15.265321 17.663925
H46 3.863248 -14.928074 15.955146
H47 4.707658 -13.766924 17.111588
C22 -3.767711 -18.572993 12.770211
N6 -3.884150 -17.078778 12.694641
O9 -3.059120 -16.395665 13.284419
O10 -4.819740 -16.654975 12.027720
H48 -4.717408 -19.012856 12.492483
H49 -3.389282 -18.910283 13.740882
H50 -3.131396 -18.844665 11.937690
C23 -3.827868 -13.345641 11.706810
N7 -2.374990 -13.560315 11.454263
O11 -1.671996 -12.544773 11.292448
O12 -1.920598 -14.704346 11.512264
H51 -4.479882 -13.812437 10.960502
H52 -4.087609 -12.312283 11.580909
H53 -4.097211 -13.719767 12.713854
C24 0.922192 -10.955974 13.706848
N8 0.302100 -11.673791 14.820023
O13 -0.517849 -11.105338 15.528433
O14 0.650732 -12.839044 14.950353
H54 0.940979 -9.885081 13.921004
H55 0.370993 -11.237567 12.788488
H56 2.001415 -11.273092 13.642019
C25 0.443395 -15.567240 14.310456
N9 1.481165 -15.226368 13.315816
O15 2.597578 -15.700113 13.481040
O16 1.152167 -14.550972 12.368036
H57 0.187798 -16.602977 14.066823
H58 -0.366048 -14.839065 14.200707
H59 0.975752 -15.468651 15.247130

Atoms 1-3, force components in eV/Å:
C -0.156 -0.360 0.170
C 2.072 -0.671 -0.262
C 2.119 -0.070 -1.170

Calculated values
HOMO energy: -8.374 eV
max |F|: 0.060 Eh/bohr
SMILES: CC1(C)CCCC(C)(C)N1O.CC1(C)CCCC(C)(C)N1O.C[N+](=O)[O-].C[N+](=O)[O-].C[N+](=O)[O-].C[N+](=O)[O-].C[N+](=O)[O-].C[N+](=O)[O-].C[N+](=O)[O-]
net charge: 0
lowest unoccupied orbital energy: -0.19 eV
Kohn-Sham gap: 0.301 Ha